(1)
The following is a quantum chemistry calculation of 5 unconnected molecules or ions with the total composition C22H50N9O5S in a non-equilibrium geometry, from the OMol25 dataset.

HOMO ... -10.691 eV
DFT total energy ... -58099.283 eV
Kohn-Sham gap ... 8.38 eV
Charge ... +1
2S+1 ... 1

XYZ file:
```
87
Properties=species:S:1:pos:R:3:forces:R:3:lowdin_charge:R:1
C -1.17046 -2.94493 -4.02408 -0.31 -0.48 0.23 -0.12
C -0.72989 -2.94778 -2.45733 0.93 1.39 -1.33 -0.19
C 0.86596 -2.60260 -2.47166 -1.12 -1.95 -0.40 -0.19
N 1.32227 -1.90701 -1.23405 -1.64 -1.02 -0.65 -0.02
N 2.38781 -1.01891 -1.45718 0.98 0.49 0.17 -0.16
C 3.48892 -1.40592 -0.48278 1.25 -1.23 1.37 -0.13
C 3.13671 -1.11181 1.05336 1.03 0.11 -0.28 -0.17
C 4.08290 -2.02893 2.01265 -0.16 0.91 0.02 -0.26
N 4.04782 -1.45733 3.40236 -0.78 -0.60 -0.62 -0.04
C 2.02499 0.43609 -1.42804 0.00 2.72 -0.88 -0.14
C 0.68515 0.78518 -2.27714 -0.27 -1.42 1.85 -0.44
S 0.44123 2.59826 -2.56740 -0.33 0.07 1.53 0.94
C -0.20781 3.19806 -0.93891 0.88 0.95 1.33 -0.51
N 0.30823 4.24145 -0.11907 -3.09 -4.67 -2.34 0.04
N -0.51244 4.24439 0.98167 -3.82 -3.89 -1.06 0.01
C -1.50297 3.22070 0.82949 3.43 2.70 -0.53 -0.05
O -1.34446 2.51876 -0.40434 2.20 3.44 2.07 -0.06
H -0.69915 -3.82882 -4.60046 -0.55 1.49 0.93 0.09
H -0.87535 -1.94748 -4.52172 -0.44 -1.59 0.81 0.08
H -2.30369 -3.06802 -4.14378 1.63 0.26 0.33 0.08
H -0.95454 -3.93592 -1.94169 0.28 1.45 -0.60 0.12
H -1.23168 -2.03566 -1.98350 0.29 -1.54 -0.43 0.07
H 1.39022 -3.63043 -2.53744 -0.44 1.74 -0.03 0.13
H 1.05355 -2.03522 -3.44367 0.02 -0.42 1.40 0.11
H 0.55231 -1.48506 -0.70146 0.54 0.05 -0.56 0.13
H 2.78664 -1.20518 -2.41614 0.04 0.02 0.74 0.14
H 4.51934 -0.99897 -0.79699 -1.92 -0.19 0.40 0.15
H 3.58751 -2.55254 -0.57580 -0.36 1.88 -0.07 0.13
H 2.03151 -1.23987 1.32058 1.55 -0.08 -0.50 0.12
H 3.41945 -0.02903 1.29709 -0.44 -1.42 -0.37 0.11
H 3.75292 -3.12201 2.03352 0.37 1.55 -0.07 0.12
H 5.18392 -1.99958 1.68348 -1.71 0.00 0.09 0.12
H 3.89336 -0.43878 3.37924 0.23 -0.72 -0.06 0.06
H 3.23771 -1.85502 3.89565 0.54 0.31 -0.19 0.07
H 2.92485 1.00996 -1.87207 -1.37 -1.02 0.68 0.15
H 1.86363 0.86783 -0.38391 0.34 -1.13 -1.20 0.14
H -0.18897 0.44461 -1.60085 1.09 0.46 -1.47 0.08
H 0.63350 0.19373 -3.24920 0.04 1.17 1.12 0.09
H -2.29465 2.97357 1.60307 1.15 0.19 -1.47 0.14
C 4.86277 -3.79228 -3.12841 -0.10 0.02 0.08 0.01
C 5.11774 -2.41880 -3.68739 0.46 0.09 -0.65 -0.51
O 4.58863 -1.40826 -3.21704 -0.48 0.11 0.11 -0.01
N 5.95887 -2.30751 -4.74187 -0.64 -0.04 0.81 0.02
C 6.67432 -3.36104 -5.43353 0.18 0.34 -0.24 -0.06
H 4.17030 -3.71985 -2.28983 0.09 0.03 -0.14 0.06
H 4.41423 -4.43081 -3.89220 0.15 -0.09 0.07 0.10
H 5.79601 -4.23011 -2.76868 -0.09 -0.12 -0.11 0.10
H 6.08000 -1.35621 -5.06077 0.03 -0.08 -0.02 0.15
H 7.74299 -3.14851 -5.36787 -0.01 -0.24 -0.08 0.09
H 6.37222 -3.34759 -6.48234 0.12 -0.21 0.03 0.09
H 6.47365 -4.34301 -5.01109 -0.03 0.16 0.01 0.08
C -4.52849 -1.82051 -0.58232 -0.03 -0.11 -0.15 0.01
C -3.60681 -0.64238 -0.74075 0.16 0.43 0.06 -0.53
O -2.83577 -0.53856 -1.69316 0.17 -0.07 0.03 -0.01
N -3.64163 0.32715 0.20982 0.09 -0.62 -0.37 0.02
C -4.46927 0.38962 1.39835 0.45 0.43 0.00 -0.08
H -4.38465 -2.50698 -1.41716 0.07 0.18 0.06 0.08
H -4.30285 -2.35155 0.34495 -0.20 0.06 0.02 0.09
H -5.56823 -1.48633 -0.58423 0.03 -0.08 0.20 0.09
H -2.99686 1.08215 0.03240 -0.11 -0.08 -0.10 0.09
H -5.06921 1.29905 1.34783 -0.19 -0.25 0.19 0.08
H -3.81119 0.44278 2.27003 -0.15 -0.07 0.15 0.08
H -5.12518 -0.47096 1.49126 0.06 0.20 -0.12 0.06
C -9.02120 -1.08206 2.68282 -0.02 -0.14 -0.08 -0.01
C -8.10189 0.09927 2.53098 0.24 0.33 -0.15 -0.53
O -7.33012 0.20678 1.58335 -0.26 -0.11 0.11 0.00
N -8.14297 1.06762 3.48472 -0.02 -0.50 -0.36 0.01
C -8.97583 1.12541 4.66854 0.28 0.43 -0.02 -0.07
H -8.87245 -1.76567 1.84684 0.06 0.19 0.07 0.08
H -8.79764 -1.61518 3.60939 -0.19 0.04 0.01 0.09
H -10.06175 -0.75099 2.67766 0.03 -0.11 0.15 0.09
H -7.49908 1.82656 3.31432 -0.11 -0.04 0.04 0.14
H -9.57870 2.03447 4.61886 -0.13 -0.13 0.21 0.09
H -8.32434 1.17755 5.54331 -0.25 -0.05 0.14 0.09
H -9.63041 0.26114 4.75536 0.12 0.07 -0.10 0.08
C 1.61698 5.31929 2.82843 -0.06 0.04 0.16 -0.05
C 2.38137 5.62746 4.08784 -0.05 0.10 0.61 -0.55
O 1.83745 5.67549 5.18261 0.03 -0.07 -0.26 0.03
N 3.72010 5.85714 3.98474 -0.37 -0.13 -0.11 0.00
C 4.54175 5.84681 2.79299 0.23 0.12 0.48 -0.08
H 0.56776 5.16129 3.07178 0.25 0.07 0.08 0.06
H 1.68743 6.15752 2.13187 0.02 -0.18 -0.13 0.09
H 2.00575 4.40873 2.36721 0.00 0.13 -0.17 0.07
H 4.16253 6.05651 4.87046 -0.03 0.00 -0.10 0.14
H 5.32322 5.09433 2.92204 0.07 0.05 -0.28 0.08
H 5.00734 6.82927 2.68920 0.08 -0.10 -0.28 0.08
H 3.96676 5.62201 1.89718 -0.03 0.03 0.15 0.07
```
Positions in Å, forces in eV/Å.


(2)
The following is a quantum chemistry calculation of a molecular structure, C22H51AgO12 in a non-equilibrium geometry, from the OMol25 dataset.

<S²> ... 0.756
HOMO (spin up / spin down) ... -11.278 / -11.277 eV
DFT total energy ... -52194.047 eV
Kohn-Sham gap (spin up / spin down) ... 9.54 / 6.40 eV
Charge ... +1
Energy above the lowest of the compared OMol25 structures with the same formula, charge and spin ... 6.1 kJ/mol
2S+1 ... 2

XYZ file:
```
86
Properties=species:S:1:pos:R:3:forces:R:3:lowdin_spin:R:1
Ag -1.51560 2.45715 0.48737 1.10 -0.14 0.20 0.35
O 0.07301 1.55546 1.46683 1.09 0.60 1.34 0.57
H 0.68209 0.82761 1.69870 -0.83 -0.27 -0.89 0.01
C 0.82892 4.70519 -0.52245 0.54 0.89 -0.86 0.00
O 0.08161 3.61153 -0.95305 -1.08 -1.10 0.16 0.00
C 0.70361 2.83236 -1.98992 -1.55 0.54 0.16 0.00
C -0.27394 1.73711 -2.47335 0.52 -0.14 0.43 0.00
O -0.93963 1.23159 -1.36176 -0.61 -2.28 0.96 0.01
C -1.68574 0.04600 -1.67451 1.51 0.05 -2.75 0.00
C -2.36694 -0.64605 -0.57834 0.16 0.46 0.61 0.00
O -2.47994 0.30889 0.44001 -0.50 -2.22 0.58 0.01
C -2.78344 -0.32083 1.68452 -0.13 2.19 1.63 0.00
H 0.51486 5.19076 0.40151 -0.79 -0.49 -0.14 0.00
H 0.68846 5.40571 -1.34563 0.82 0.71 0.21 0.00
H 1.87136 4.44313 -0.34150 0.22 0.01 -0.38 0.00
H 1.61344 2.44319 -1.53292 0.15 -0.42 -0.58 0.00
H 0.85383 3.44436 -2.87929 0.65 0.30 0.07 0.00
H 0.37605 1.00350 -2.95022 0.01 -0.42 -0.04 0.00
H -1.12291 1.89347 -3.13885 0.61 1.29 -0.83 0.00
H -0.98371 -0.69020 -2.06599 0.41 0.06 -0.28 0.00
H -2.36987 0.15963 -2.51543 -0.17 0.95 -0.16 0.00
H -1.72143 -1.48814 -0.32871 -0.38 -0.16 0.75 0.00
H -3.34165 -0.99923 -0.91495 -0.13 -0.24 0.14 0.00
H -2.07450 0.11310 2.38966 0.34 -0.29 0.15 0.00
H -2.75784 -1.40141 1.82517 -0.09 0.03 -0.91 0.00
H -3.70938 0.15589 2.00617 -0.46 -0.72 0.07 0.00
C -3.17616 3.67173 -2.25506 -0.72 1.98 -2.21 0.00
O -3.18055 2.97986 -1.08429 0.51 -1.22 -0.62 0.01
C -4.43055 2.47085 -0.77620 -1.22 0.55 3.46 0.00
C -4.63265 3.09898 0.59728 -0.57 -0.70 1.67 0.00
O -3.52284 2.74239 1.56031 -2.05 1.51 -1.65 0.00
C -3.51952 3.58312 2.70922 0.32 -0.44 1.01 0.00
C -2.08311 3.61107 3.39363 -0.62 0.18 -1.49 0.00
O -1.08138 3.97841 2.40666 0.10 0.07 0.22 0.01
C 0.26877 4.06991 2.95781 -0.94 0.88 -0.27 0.01
H -2.18934 3.90114 -2.65713 0.05 -0.42 0.30 0.00
H -3.68404 4.62735 -2.12492 0.10 0.52 0.24 0.00
H -3.82793 3.21924 -3.00241 0.43 -0.58 -0.34 0.00
H -4.53584 1.38690 -0.73071 0.65 -0.10 -0.21 0.00
H -5.34281 2.83682 -1.24729 0.51 0.34 -1.19 0.00
H -5.62425 2.88889 0.99814 0.03 -1.29 0.59 0.00
H -4.85233 4.16416 0.52506 1.48 0.56 -0.28 0.00
H -4.32972 3.18435 3.31968 0.56 -0.49 1.04 0.00
H -3.95368 4.57674 2.59830 0.78 0.48 -1.03 0.00
H -1.78555 2.62906 3.76132 -0.30 -0.05 0.33 0.00
H -2.11742 4.37478 4.17060 0.06 -0.18 0.25 0.00
H 0.59637 3.14627 3.43497 -0.19 0.12 0.16 0.00
H 0.27280 4.96581 3.57865 -0.01 -0.37 0.80 0.00
H 0.99220 4.36604 2.19816 -0.39 -0.60 -0.46 0.00
C 1.25041 -1.63160 0.78467 0.88 -1.31 -0.21 0.00
O 1.40889 -2.99244 1.19374 0.18 0.58 0.62 0.00
C 1.16057 -3.98194 0.22101 -0.72 0.95 -0.21 0.00
C 1.92484 -5.22628 0.55513 -0.95 -0.82 0.44 0.00
O 2.09173 -6.06508 -0.56465 0.01 -0.90 -0.93 0.00
C 0.90871 -6.81729 -0.95836 0.52 0.01 -1.27 0.00
C 1.17079 -7.59115 -2.29894 0.55 0.06 0.14 0.00
O 0.14759 -8.46301 -2.77919 0.18 0.89 0.62 0.00
C -1.07363 -7.75721 -3.07146 1.45 -0.78 0.45 0.00
H 1.95148 -1.43590 -0.02668 -0.07 0.19 -0.36 0.00
H 1.60780 -1.03161 1.62156 -0.46 0.06 0.12 0.00
H 0.23484 -1.42493 0.44700 -0.11 0.27 0.25 0.00
H 1.41862 -3.60559 -0.76887 0.24 -0.09 -0.27 0.00
H 0.09362 -4.20454 0.23424 -0.32 0.03 -0.25 0.00
H 1.33770 -5.81272 1.26186 0.05 0.14 0.57 0.00
H 2.84195 -4.92560 1.06167 0.41 -0.39 -0.55 0.00
H 0.13591 -6.11024 -1.25993 -0.42 0.07 0.74 0.00
H 0.59371 -7.56398 -0.22942 -0.07 0.35 0.48 0.00
H 2.05713 -8.21874 -2.20594 0.03 0.12 0.05 0.00
H 1.34154 -6.82968 -3.05994 0.28 0.12 -0.18 0.00
H -0.84290 -6.83924 -3.61201 -0.12 0.12 -0.24 0.00
H -1.49144 -7.50584 -2.09660 -0.86 -0.04 -0.33 0.00
H -1.60782 -8.47092 -3.69865 -0.55 0.42 0.33 0.00
O 3.64003 0.92287 -0.66135 1.03 0.25 0.32 0.00
C 4.05845 1.17004 0.45347 -2.18 -0.74 0.87 0.00
O 4.64460 0.32978 1.28332 1.22 -0.66 -0.39 0.00
C 5.27958 -0.91101 0.84262 0.23 0.37 1.27 0.00
C 6.62272 -0.67693 0.16019 -0.48 -0.20 -0.13 0.00
C 3.56490 2.33143 1.28977 -0.29 0.10 -0.82 0.00
H 4.55297 -1.60416 0.41872 0.10 0.38 -0.62 0.00
H 5.51059 -1.30297 1.83312 0.02 -0.43 -0.13 0.00
H 7.30888 -0.25514 0.89461 0.03 0.02 -0.13 0.00
H 6.59386 -0.03324 -0.71897 -0.22 -0.02 0.04 0.00
H 6.99989 -1.65026 -0.15365 0.13 0.02 0.01 0.00
H 2.70499 2.01682 1.88112 -0.21 -0.36 -0.31 0.00
H 3.19466 2.98162 0.49713 0.19 0.88 0.73 0.00
H 4.24063 2.69307 2.06482 0.35 0.37 -0.69 0.00
```
Positions in Å, forces in eV/Å.